No. 1
Computed, not measured: a 8-piece molecular cluster, C16H24N8 overall, with the ωB97M-V functional and the def2-TZVPD basis.

Output
Frontier orbital gap in eV: 11.7
Energy above the lowest of the compared OMol25 structures with the same formula, charge and spin in kcal/mol: 11.1
SMILES: CC#N.CC#N.CC#N.CC#N.CC#N.CC#N.CC#N.CC#N

Structure (ORCA input):
```
! wB97M-V def2-TZVPD RIJCOSX def2/J DEFGRID3
* xyz 0 1
C 0.0543 -1.1799 -4.4767
C -0.2781 -0.6458 -3.1672
N -0.5443 -0.2060 -2.1605
H -0.8132 -1.1058 -5.1282
H 0.3114 -2.2383 -4.4304
H 0.9180 -0.6430 -4.8617
C 1.7752 5.5788 1.6314
C 1.0209 4.4124 1.2244
N 0.4339 3.4944 0.8977
H 1.0826 6.3927 1.8564
H 2.3980 5.9826 0.8313
H 2.4286 5.3919 2.4788
C 1.1454 -3.4916 -1.6401
C 0.3860 -4.5408 -2.2846
N -0.2150 -5.3737 -2.7892
H 1.6109 -2.7786 -2.3238
H 1.9503 -3.9389 -1.0642
H 0.5455 -2.8651 -0.9799
C 2.5056 0.6349 0.7125
C 3.4163 0.1428 1.7470
N 4.1224 -0.2441 2.5584
H 1.8791 1.3902 1.1934
H 1.8895 -0.1136 0.2271
H 3.0823 1.1760 -0.0399
C -5.8648 -1.8992 0.6238
C -5.1710 -0.6870 0.2009
N -4.5694 0.2195 -0.1320
H -6.8979 -1.8270 0.2826
H -5.8378 -2.0672 1.6957
H -5.3907 -2.7539 0.1413
C 3.2516 -3.3370 3.3355
C 3.5726 -4.1811 2.1830
N 3.8314 -4.8331 1.2955
H 2.7639 -4.0351 4.0206
H 2.6548 -2.4696 3.0941
H 4.2079 -3.0090 3.7459
C -2.2967 3.9047 -0.9275
C -1.5104 4.9788 -1.5017
N -0.8757 5.8477 -1.9257
H -3.2086 3.7120 -1.4896
H -2.5966 4.1705 0.0856
H -1.7516 2.9672 -0.8511
C -1.1708 0.4144 0.8703
C -0.5301 -0.8025 1.3707
N 0.0462 -1.7117 1.7219
H -1.5442 1.0438 1.6701
H -1.8741 0.1719 0.0808
H -0.3435 0.9514 0.3969
*
```

No. 2
Computed, not measured: a 8-piece molecular cluster, C16H24N8 overall, with the ωB97M-V functional and the def2-TZVPD basis.

Output
Frontier orbital gap in eV: 11.2
Energy above the lowest of the compared OMol25 structures with the same formula, charge and spin in kcal/mol: 17.4
SMILES: CC#N.CC#N.CC#N.CC#N.CC#N.CC#N.CC#N.CC#N

Structure (ORCA input):
```
! wB97M-V def2-TZVPD RIJCOSX def2/J DEFGRID3
* xyz 0 1
C -13.7047 18.9550 10.6564
C -14.6018 19.2810 11.7704
N -15.2746 19.4728 12.6754
H -13.7849 19.7207 9.8882
H -13.9653 17.9963 10.2097
H -12.6914 18.8905 11.0471
C -17.0349 16.0510 11.8347
C -16.0210 16.1041 10.7729
N -15.2132 16.1521 9.9618
H -17.6239 16.9602 11.8597
H -16.5217 15.8406 12.7705
H -17.7181 15.2244 11.6409
C -20.7822 23.3264 11.1446
C -21.5417 24.2965 11.9247
N -22.1562 25.0387 12.5424
H -19.9299 22.9639 11.7137
H -20.4298 23.7966 10.2281
H -21.4602 22.5101 10.8988
C -20.2539 18.3043 18.7049
C -21.1133 18.1049 19.8626
N -21.8024 17.9705 20.7695
H -20.5266 19.2135 18.1745
H -20.3114 17.4698 18.0101
H -19.2167 18.4244 19.0166
C -16.1191 23.4821 14.9467
C -14.7876 23.9771 15.3320
N -13.7556 24.3650 15.6451
H -15.9150 22.6723 14.2472
H -16.6965 24.2993 14.5245
H -16.6086 23.1023 15.8403
C -18.5188 20.0592 13.5392
C -18.7308 19.8186 14.9661
N -18.8706 19.6116 16.0884
H -17.4477 20.2789 13.4745
H -19.1312 20.8262 13.0870
H -18.5700 19.0821 13.0584
C -19.0134 22.3274 18.0815
C -18.1872 21.4739 18.9102
N -17.5361 20.7830 19.5583
H -18.4875 22.6974 17.2056
H -19.3461 23.2119 18.6269
H -19.9049 21.7740 17.7904
C -21.6171 14.9810 12.8600
C -20.6970 16.1168 12.8415
N -19.9867 17.0186 12.8467
H -21.0705 14.0698 13.1078
H -22.1116 14.9091 11.8989
H -22.2579 15.1210 13.7328
*
```

No. 3
Computed, not measured: C16H24N9PPtTe as an isolated structure, with the ωB97M-V functional and the def2-TZVPD basis.

Output
Frontier orbital gap (alpha / beta) in eV: 5.8 / 5.8

Structure (ORCA input):
```
! wB97M-V def2-TZVPD RIJCOSX def2/J DEFGRID3
* xyz 0 1
Pt 0.1814 1.7240 0.3154
N 2.7620 4.3950 1.1272
C 3.0322 3.0791 1.3305
N 4.2186 2.5787 1.6666
N 4.0333 1.2834 1.7505
N 2.8145 0.9676 1.4851
N 2.1344 2.0747 1.2203
C 1.5110 4.8296 0.8243
N 1.1194 6.1069 0.7424
N -0.1499 6.0689 0.4195
N -0.5331 4.8517 0.3159
N 0.4837 4.0197 0.5550
H 3.4933 5.0638 1.3050
Te -2.1513 2.8933 -0.5020
C 1.8124 -2.0847 1.1427
C 0.2955 -1.9307 1.0886
C -0.1956 -1.4281 2.4506
C -0.3883 -3.2552 0.7582
P -0.1706 -0.5660 -0.1331
C -1.9778 -0.7931 -0.2296
C -2.6742 -0.2012 0.8300
C -4.0460 -0.3313 0.9394
C -4.7563 -0.9940 -0.0499
C -4.0834 -1.5330 -1.1336
C -2.7022 -1.4548 -1.2147
C 0.6109 -0.7819 -1.8323
C -0.1843 0.1121 -2.7904
C 2.0129 -0.1637 -1.7343
C 0.7010 -2.2146 -2.3445
H 2.0853 -2.7110 1.9901
H 2.2930 -1.1155 1.2791
H 2.2051 -2.5587 0.2470
H 0.2496 -2.0182 3.2499
H -1.2770 -1.5167 2.5350
H 0.0998 -0.3853 2.6007
H -0.2708 -3.9364 1.5989
H 0.0462 -3.7280 -0.1168
H -1.4540 -3.1175 0.5858
H -2.1219 0.3491 1.5859
H -4.5629 0.0908 1.7895
H -5.8318 -1.0756 0.0137
H -4.6359 -2.0258 -1.9212
H -2.2056 -1.9315 -2.0449
H -0.2098 1.1355 -2.3960
H -1.2074 -0.2215 -2.9394
H 0.3156 0.1411 -3.7576
H 1.9411 0.8648 -1.3472
H 2.4649 -0.1134 -2.7249
H 2.6779 -0.7243 -1.0838
H -0.2620 -2.7146 -2.3156
H 1.4059 -2.7938 -1.7541
H 1.0530 -2.2110 -3.3748
*
```

No. 4
Computed, not measured: C16H24NOOs as an isolated structure, with the ωB97M-V functional and the def2-TZVPD basis.

Output
Frontier orbital gap (alpha / beta) in eV: 6.1 / 7.5

Structure (ORCA input):
```
! wB97M-V def2-TZVPD RIJCOSX def2/J DEFGRID3
* xyz 1 5
C -0.4451 0.7804 -4.5790
C 0.1323 2.1304 -4.4766
C 0.3764 -0.3171 -5.1056
C -1.9092 0.6351 -4.5398
H 0.3972 -0.3070 -6.2105
H -0.0137 -1.3029 -4.8145
H 1.4226 -0.2413 -4.7772
H 0.1128 2.6479 -5.4529
H 1.1818 2.1089 -4.1544
H -0.4377 2.7594 -3.7785
H -2.3585 0.8321 -5.5297
H -2.3656 1.3522 -3.8434
H -2.2173 -0.3792 -4.2547
C 2.1664 -0.2076 0.8108
C 2.3358 -0.9063 -0.4156
C 1.9638 -0.0358 -1.4766
H 2.6525 -1.9384 -0.5222
C 1.5791 1.2092 -0.9030
C 1.6839 1.0950 0.5078
H 1.3455 1.8202 1.2394
H 2.3442 -0.6090 1.8023
H 1.9382 -0.2916 -2.5319
H 1.1770 2.0585 -1.4513
C -1.7909 -0.7822 0.4037
C -0.9570 -1.8844 0.7372
C -0.3937 -2.3870 -0.4666
H -0.7471 -2.2362 1.7425
C -0.8698 -1.5905 -1.5450
C -1.7492 -0.6091 -1.0047
H -2.2379 0.1847 -1.5616
H -2.2954 -0.1310 1.1043
H 0.3361 -3.1872 -0.5438
H -0.5732 -1.6684 -2.5874
Os 0.2701 -0.3767 -0.2073
C 0.5737 -0.0200 4.3850
C -0.6009 0.6128 3.6929
N -1.8145 0.3616 4.2433
O -0.5064 1.3094 2.6642
H 0.4119 -0.1073 5.4678
H 1.4634 0.5882 4.2037
H 0.7491 -1.0295 3.9816
H -2.5968 0.8993 3.9070
H -1.9229 -0.1939 5.0771
*
```

No. 5
Computed, not measured: a 4-piece molecular cluster, C16H24O12 overall, with the ωB97M-V functional and the def2-TZVPD basis.

Output
Frontier orbital gap in eV: 10.7
Energy above the lowest of the compared OMol25 structures with the same formula, charge and spin in kcal/mol: 75.4
SMILES: C[C@H]1COC(=O)O1.C[C@H]1COC(=O)O1.C[C@H]1COC(=O)O1.C[C@H]1COC(=O)O1

Structure (ORCA input):
```
! wB97M-V def2-TZVPD RIJCOSX def2/J DEFGRID3
* xyz 0 1
C -3.7500 -20.3375 -5.7563
C -2.7718 -19.1947 -5.1601
C -1.5184 -19.1030 -5.8851
O -1.7129 -17.8813 -6.6437
C -2.6342 -17.1165 -6.0876
O -2.8347 -15.8961 -6.2176
O -3.3506 -17.9059 -5.2137
H -3.3602 -21.3554 -5.7643
H -4.0895 -20.2644 -6.7895
H -4.6620 -20.2620 -5.1642
H -2.6758 -19.4480 -4.1043
H -1.3522 -19.7960 -6.7098
H -0.5358 -19.1598 -5.4168
C 1.2325 -32.0288 -4.3902
C 0.2417 -31.4525 -3.3900
C 0.7067 -30.2367 -2.5167
O -0.2745 -29.2980 -2.9128
C -1.1073 -29.7551 -3.7171
O -2.1555 -29.1667 -4.0358
O -0.7798 -30.9120 -4.1677
H 0.8727 -32.6578 -5.2045
H 1.8408 -32.6471 -3.7300
H 1.9508 -31.3729 -4.8818
H -0.0267 -32.2062 -2.6498
H 1.7353 -30.0203 -2.8053
H 0.7077 -30.5540 -1.4740
C -1.7017 -29.0789 -7.9098
C -1.4572 -30.5840 -8.0072
C -1.1917 -30.9683 -9.4997
O 0.1379 -31.6429 -9.4181
C 0.4218 -31.7898 -8.1614
O 1.3644 -32.2686 -7.6734
O -0.2712 -30.8976 -7.4354
H -2.7025 -28.8827 -8.2945
H -0.9386 -28.4483 -8.3659
H -1.8027 -28.8105 -6.8582
H -2.2460 -31.2081 -7.5872
H -0.9143 -30.0121 -9.9433
H -2.0914 -31.3835 -9.9538
C -2.9306 -26.3305 -3.3725
C -2.3101 -25.5531 -4.5457
C -1.9444 -26.3654 -5.7788
O -2.6482 -25.6770 -6.8550
C -3.2646 -24.6151 -6.4136
O -3.9412 -23.8265 -7.1038
O -3.2223 -24.5416 -5.0914
H -3.7110 -26.9911 -3.7503
H -3.3215 -25.8088 -2.4989
H -2.1927 -27.0367 -2.9919
H -1.4662 -24.9796 -4.1624
H -2.0576 -27.4415 -5.6474
H -0.8803 -26.1711 -5.9129
*
```

What is the formula in the fifth record?
C16H24O12

Copy entry 5 word for word.
Computed, not measured: a 4-piece molecular cluster, C16H24O12 overall, with the ωB97M-V functional and the def2-TZVPD basis.

Output
Frontier orbital gap in eV: 10.7
Energy above the lowest of the compared OMol25 structures with the same formula, charge and spin in kcal/mol: 75.4
SMILES: C[C@H]1COC(=O)O1.C[C@H]1COC(=O)O1.C[C@H]1COC(=O)O1.C[C@H]1COC(=O)O1

Structure (ORCA input):
```
! wB97M-V def2-TZVPD RIJCOSX def2/J DEFGRID3
* xyz 0 1
C -3.7500 -20.3375 -5.7563
C -2.7718 -19.1947 -5.1601
C -1.5184 -19.1030 -5.8851
O -1.7129 -17.8813 -6.6437
C -2.6342 -17.1165 -6.0876
O -2.8347 -15.8961 -6.2176
O -3.3506 -17.9059 -5.2137
H -3.3602 -21.3554 -5.7643
H -4.0895 -20.2644 -6.7895
H -4.6620 -20.2620 -5.1642
H -2.6758 -19.4480 -4.1043
H -1.3522 -19.7960 -6.7098
H -0.5358 -19.1598 -5.4168
C 1.2325 -32.0288 -4.3902
C 0.2417 -31.4525 -3.3900
C 0.7067 -30.2367 -2.5167
O -0.2745 -29.2980 -2.9128
C -1.1073 -29.7551 -3.7171
O -2.1555 -29.1667 -4.0358
O -0.7798 -30.9120 -4.1677
H 0.8727 -32.6578 -5.2045
H 1.8408 -32.6471 -3.7300
H 1.9508 -31.3729 -4.8818
H -0.0267 -32.2062 -2.6498
H 1.7353 -30.0203 -2.8053
H 0.7077 -30.5540 -1.4740
C -1.7017 -29.0789 -7.9098
C -1.4572 -30.5840 -8.0072
C -1.1917 -30.9683 -9.4997
O 0.1379 -31.6429 -9.4181
C 0.4218 -31.7898 -8.1614
O 1.3644 -32.2686 -7.6734
O -0.2712 -30.8976 -7.4354
H -2.7025 -28.8827 -8.2945
H -0.9386 -28.4483 -8.3659
H -1.8027 -28.8105 -6.8582
H -2.2460 -31.2081 -7.5872
H -0.9143 -30.0121 -9.9433
H -2.0914 -31.3835 -9.9538
C -2.9306 -26.3305 -3.3725
C -2.3101 -25.5531 -4.5457
C -1.9444 -26.3654 -5.7788
O -2.6482 -25.6770 -6.8550
C -3.2646 -24.6151 -6.4136
O -3.9412 -23.8265 -7.1038
O -3.2223 -24.5416 -5.0914
H -3.7110 -26.9911 -3.7503
H -3.3215 -25.8088 -2.4989
H -2.1927 -27.0367 -2.9919
H -1.4662 -24.9796 -4.1624
H -2.0576 -27.4415 -5.6474
H -0.8803 -26.1711 -5.9129
*
```